Below is H9OPSi3 in the gas phase at a distorted geometry, with properties calculated with ωB97M-V/def2-TZVPD.

Bonds (Å) are listed after each position.
Element x y z (Å)
1 O -0.79 -1.93 0.76  P2 1.459
2 P -0.24 -0.67 0.28  O1 1.459, Si3 2.379, Si4 2.199, Si5 2.260
3 Si 0.76 -0.89 -1.86  P2 2.379, H6 1.467, H7 1.550, H8 1.496
4 Si -1.93 0.73 0.13  P2 2.199, H9 1.387, H10 1.528, H11 1.526
5 Si 1.25 0.34 1.66  P2 2.260, H12 1.470, H13 1.490, H14 1.496
6 H 1.26 0.47 -2.08  Si3 1.467
7 H 1.93 -1.89 -2.01  Si3 1.550
8 H -0.25 -1.09 -2.95  Si3 1.496
9 H -1.34 1.98 0.31  Si4 1.387
10 H -3.01 0.40 1.15  Si4 1.528
11 H -2.61 0.70 -1.24  Si4 1.526
12 H 2.17 -0.59 2.33  Si5 1.470
13 H 1.95 1.23 0.70  Si5 1.490
14 H 0.87 1.22 2.81  Si5 1.496

The total energy is -35112.9053 eV. The value obtained for the frontier orbital gap is 9.3 eV. The calculation puts the HOMO energy at -9.3 eV. The energy above the lowest of the compared OMol25 structures with the same formula, charge and spin comes out at 1.921 eV. The spin multiplicity is 1.